Record 1
The following is a DFT calculation (ωB97M-V with the def2-TZVPD basis set) of a molecular structure, C26H17BrNO2PtS.

XYZ file:
```
49
Properties=species:S:1:pos:R:3:forces:R:3
Pt 0.306611 -0.754054 -0.052756 0.0243 -0.5376 -0.0431
S 3.953353 0.689883 -2.056054 0.0455 -0.0527 0.0248
C 3.329783 1.986431 -1.140530 0.0073 0.0199 0.0381
C 2.182563 1.679925 -0.465505 0.0292 -0.0557 0.0267
C 1.818382 0.339563 -0.715341 0.0099 0.2009 0.0510
C 2.681358 -0.328648 -1.542359 -0.1544 0.0309 -0.0798
C 2.401509 -1.711245 -1.829097 0.0049 0.0469 0.0193
C 3.161618 -2.614036 -2.559473 0.0123 -0.0148 -0.0191
C 2.743302 -3.927118 -2.643920 0.0115 0.0056 -0.0041
C 1.582481 -4.329066 -1.989185 -0.0203 0.0035 0.0082
C 0.867408 -3.390215 -1.282924 -0.0109 0.0250 -0.0683
N 1.259370 -2.109694 -1.228892 -0.0553 -0.0885 0.0119
H 3.853496 2.929129 -1.134906 -0.0102 0.0063 -0.0104
H 1.663546 2.374108 0.172421 -0.0153 0.0167 -0.0055
H 4.074187 -2.283824 -3.035443 -0.0054 0.0105 -0.0056
H 3.324825 -4.644167 -3.207257 -0.0017 -0.0016 -0.0025
H 1.236200 -5.351017 -2.023775 0.0069 -0.0023 0.0027
H -0.046084 -3.638603 -0.757682 0.0057 -0.0107 0.0113
C -2.501640 3.857758 -1.728901 0.0003 0.0346 0.0034
C -1.617401 3.524914 -0.684782 0.0096 -0.0055 0.0157
C -1.058591 2.281165 -0.609774 -0.0693 -0.0288 -0.0422
C -1.344221 1.284376 -1.576301 0.0126 -0.0407 -0.0819
C -0.796457 -0.040310 -1.585569 0.0749 0.1401 -0.0180
C -1.127127 -0.927743 -2.577648 0.0427 0.0883 0.0417
C -2.044418 -0.574180 -3.590544 -0.0078 -0.0503 -0.0104
C -2.582432 0.673064 -3.613914 -0.0229 -0.0023 -0.0363
C -2.245186 1.625316 -2.624331 0.0245 0.0144 0.0607
C -2.807397 2.924620 -2.672516 0.0070 -0.0194 0.0000
H -2.937072 4.846773 -1.773177 0.0005 -0.0008 -0.0039
H -1.384826 4.261942 0.072876 0.0030 -0.0052 0.0042
H -0.415915 2.053619 0.219372 0.0481 -0.0466 0.0896
H -0.700832 -1.916401 -2.622547 0.0178 -0.0524 0.0269
H -2.300366 -1.303029 -4.347604 0.0036 -0.0038 0.0032
H -3.275939 0.959509 -4.394557 0.0020 0.0028 0.0002
H -3.489657 3.159788 -3.479789 -0.0022 -0.0088 -0.0020
Br -3.033245 1.985564 5.950623 -0.0026 0.0080 0.0049
C -1.638013 0.806404 5.481643 0.0100 -0.0029 -0.0112
C -0.901984 0.180129 6.478469 -0.0083 0.0054 0.0043
C 0.120726 -0.693931 6.137189 0.0085 -0.0116 -0.0154
C 0.404694 -0.949439 4.806661 -0.0460 -0.0272 0.0291
C -0.336296 -0.305659 3.819982 0.0345 -0.0722 0.0003
C -1.360605 0.579188 4.147021 0.0214 0.0537 0.0239
C -0.027899 -0.565589 2.411614 -0.1203 0.3000 0.2074
O -0.497316 0.239708 1.502880 -0.1137 0.1777 -0.0264
O 0.678978 -1.524041 2.016340 0.1913 -0.0413 -0.2155
H -1.130619 0.376527 7.516843 -0.0007 0.0006 0.0001
H 0.693459 -1.176371 6.917056 -0.0050 -0.0035 0.0027
H 1.190868 -1.635867 4.524582 0.0018 0.0075 -0.0069
H -1.927178 1.074843 3.371481 0.0008 -0.0119 -0.0042
```
Positions in Å, forces in eV/Å.

As for the net charge: +1.

natural (NBO) population analysis, charges in e, atoms 1 to 8: 1.204, 0.542, -0.362, -0.294, 0.029, -0.366, 0.232, -0.218

=====

Record 2
The following is a DFT calculation (ωB97M-V with the def2-TZVPD basis set) of a molecular structure, C26H18BeF5N3O2PTe.

XYZ file:
```
57
Properties=species:S:1:pos:R:3:forces:R:3
Be -2.796261 -0.978012 -1.297007 -0.2435 0.0900 0.3432
C 4.535837 -2.128476 -2.358090 0.0193 0.0241 0.0115
C 4.565190 -0.878228 -1.754578 0.0059 -0.0299 -0.0053
C 3.414253 -0.356922 -1.183028 -0.0481 0.0025 -0.0293
C 2.216812 -1.075266 -1.197175 0.1098 0.0248 0.0313
C 2.197534 -2.322050 -1.820933 0.0078 -0.0198 -0.0467
C 3.349685 -2.845831 -2.392551 -0.0302 0.0033 0.0150
P 0.638756 -0.431116 -0.501450 -0.0994 -0.2226 -0.2155
C 0.980501 1.371254 -0.620856 -0.1671 0.0525 0.1300
C 1.052066 2.239506 0.463656 -0.1551 0.1212 -0.0483
C 1.172374 3.611558 0.267436 -0.0276 0.0002 -0.0110
C 1.230226 4.135893 -1.012375 0.0090 -0.0245 -0.0129
C 1.163349 3.277358 -2.104597 0.0163 0.0132 -0.0001
C 1.029969 1.914039 -1.908601 -0.0290 -0.0385 -0.0182
C 0.802034 -0.700397 1.306005 -0.0259 -0.1425 0.0614
C 1.944022 -0.288138 1.943927 0.0016 -0.0712 -0.0087
C 1.999520 -0.083998 3.333395 0.0107 0.0028 0.0206
C 0.852245 -0.210669 4.055593 0.0362 0.0097 0.0031
C -0.338573 -0.682013 3.455414 0.0167 0.0269 -0.0074
C -1.510651 -0.761549 4.246094 -0.0577 -0.0175 -0.0029
C -2.665135 -1.255599 3.733014 0.0047 -0.0164 0.0138
C -2.650069 -1.818222 2.442190 -0.0254 0.0777 0.0474
C -1.533072 -1.760734 1.658635 -0.1596 -0.0163 -0.2645
C -0.350348 -1.063164 2.082270 0.0184 -0.0503 0.1881
H 5.432926 -2.536341 -2.807824 -0.0014 0.0005 -0.0005
H 5.484063 -0.304754 -1.734223 -0.0020 0.0015 0.0003
H 3.439509 0.633788 -0.745082 0.0169 0.0041 0.0034
H 1.274212 -2.884680 -1.853996 0.0419 0.0221 -0.0300
H 3.314753 -3.816347 -2.871622 -0.0034 -0.0005 0.0040
H 0.972696 1.860473 1.472414 -0.0182 0.0367 -0.0166
H 1.194007 4.270651 1.126482 0.0182 0.0027 -0.0026
H 1.305415 5.205485 -1.162098 0.0083 -0.0033 -0.0050
H 1.197431 3.674840 -3.112010 -0.0064 -0.0029 0.0138
H 0.950840 1.256543 -2.768268 -0.0055 -0.0176 0.0125
H 2.811437 -0.035501 1.347280 0.0139 -0.0027 0.0018
H 2.917595 0.252484 3.798054 0.0073 -0.0216 0.0015
H 0.826944 0.035426 5.110949 0.0055 0.0075 -0.0036
H -1.461268 -0.405074 5.268351 -0.0006 -0.0088 0.0028
H -3.571137 -1.293568 4.322641 -0.0036 0.0224 -0.0173
H -3.528398 -2.336133 2.086938 0.0022 0.0209 0.0129
N -2.965097 2.019054 -3.427386 0.0182 -0.0126 -0.0502
C -2.817971 1.491945 -2.188148 -0.0433 0.0338 0.2338
O -2.426017 0.277127 -2.146169 0.1235 -0.2324 -0.3092
C -3.076286 2.288524 -1.064025 0.1121 0.0241 -0.1497
C -3.405764 3.649742 -1.269725 -0.2185 -0.0088 0.1702
N -3.705790 4.746650 -1.476799 0.1023 -0.0069 -0.0960
C -2.926618 1.810636 0.261185 0.1688 0.0143 0.0899
N -2.782071 1.479481 1.356782 0.0618 0.0315 -0.0308
H -2.667424 1.453090 -4.200050 0.0154 0.0150 -0.0144
H -3.139433 2.999941 -3.554914 0.0084 0.0042 0.0071
F -1.504140 -4.499352 1.547307 0.0868 0.0508 -0.0124
Te -1.674578 -3.243075 0.126962 -0.0535 -0.3298 -0.0714
F 0.224245 -3.345241 0.075719 -0.1779 0.2589 -0.1877
F -3.507905 -3.618023 0.361632 0.0830 -0.0063 0.0311
F -3.888312 -0.872314 -0.349618 -0.0179 0.0147 -0.1353
F -1.554606 -4.790524 -0.925499 -0.0765 0.0118 0.0443
O -2.043504 -2.334202 -1.441616 0.5463 0.2772 0.3084
```
Positions in Å, forces in eV/Å.

As for the net charge: -1.

natural (NBO) population analysis, charges in e, atoms 1 to 8: 1.729, -0.218, -0.228, -0.232, -0.235, -0.215, -0.207, 0.830

=====

Record 3
The following is a DFT calculation (ωB97M-V with the def2-TZVPD basis set) of a molecular structure, C26H19FN3NaO3S4.

XYZ file:
```
57
Properties=species:S:1:pos:R:3:forces:R:3
Na 0.160916 -0.218150 -0.190056 -0.7750 0.8441 -0.0140
S 1.350368 3.190723 0.906073 0.2021 -0.0213 -0.0894
S -0.657767 3.447235 1.237887 -0.2451 -0.0644 0.0191
S -1.660035 2.346281 -0.318791 0.2888 0.0803 0.0052
S -3.538873 1.973451 0.408605 -0.1120 -0.0179 0.1003
C 6.423132 -4.251804 -1.519485 0.0163 0.0184 0.0277
C 6.632890 -3.099173 -0.542368 0.0335 -0.0545 0.0817
C 7.844133 -2.275980 -0.957757 0.0095 0.0014 -0.0031
C 8.054746 -1.108156 -0.010274 0.0026 0.0076 0.0045
C 6.809576 -0.264919 0.017533 -0.0141 0.0513 -0.0374
C 6.861046 1.091074 0.271208 -0.0051 -0.0548 -0.0048
C 5.698581 1.849908 0.266187 -0.0358 0.0384 -0.0014
F 5.817068 3.171391 0.537435 -0.0099 -0.0796 -0.0327
C 4.473767 1.304430 -0.012872 0.0953 0.0093 -0.0251
C 4.407839 -0.068703 -0.274660 -0.0396 -0.0272 -0.0313
C 3.076305 -0.660131 -0.574085 -0.0992 0.0103 -0.0627
O 2.125977 0.073228 -0.822296 1.0486 0.0310 -0.2403
C 3.034595 -2.112209 -0.535083 -0.0306 0.1156 0.0336
C 4.200865 -2.788777 -0.505576 0.0752 0.0280 0.0433
N 5.450375 -2.233429 -0.462711 -0.0597 0.0113 -0.0708
C 5.563901 -0.859951 -0.249179 -0.0088 0.0195 0.0728
C 1.732684 -2.936036 -0.543215 0.0195 0.0623 0.0534
O 1.878375 -4.165005 -0.669484 0.0624 -0.1885 -0.0475
O 0.678834 -2.283454 -0.394402 0.1260 -0.5925 -0.0738
H 7.376035 -4.758175 -1.681353 0.0140 -0.0135 0.0059
H 6.060810 -3.873108 -2.475576 0.0052 0.0159 -0.0323
H 5.710621 -4.988468 -1.158040 -0.0129 -0.0188 -0.0021
H 6.832054 -3.514903 0.456758 0.0046 0.0111 -0.0282
H 7.678057 -1.897286 -1.971412 0.0176 -0.0222 -0.0170
H 8.718973 -2.930312 -0.984227 -0.0281 0.0094 0.0114
H 8.905394 -0.500018 -0.326356 -0.0052 -0.0060 0.0224
H 8.286926 -1.488535 0.990995 -0.0046 0.0020 -0.0008
H 7.808949 1.573290 0.479910 -0.0009 0.0110 -0.0059
H 3.560725 1.890998 -0.031322 -0.0947 0.0416 0.0358
H 4.139084 -3.867913 -0.511756 -0.0392 0.0129 -0.0694
C 0.258162 0.385649 4.351551 -0.0294 0.0085 -0.0020
C 0.430520 0.589415 2.971488 -0.0973 0.0975 0.0056
N -0.334950 0.020293 2.066813 -0.0402 -0.2199 0.2413
C -1.351342 -0.761423 2.470580 -0.0272 0.0369 0.0263
C -1.606333 -1.022431 3.826179 -0.0059 -0.0162 0.0355
C -0.756691 -0.427643 4.774684 -0.0437 0.0048 -0.0015
C -2.699018 -1.872664 4.202812 -0.0443 -0.0108 -0.0488
C -3.487006 -2.440665 3.267157 0.0323 0.0291 0.0414
C -3.263446 -2.195318 1.871350 -0.0264 -0.0055 0.0027
C -4.067633 -2.768919 0.873864 -0.0087 0.0227 0.0379
C -3.823170 -2.471412 -0.438515 -0.0139 0.0278 0.0030
C -2.772514 -1.591321 -0.735715 -0.0465 0.1081 0.0479
N -1.997836 -1.052718 0.171501 -0.0945 -0.3856 0.0399
C -2.220484 -1.348398 1.462364 -0.0590 0.0400 0.0174
H 0.918215 0.879265 5.053305 -0.0062 0.0116 -0.0205
H 1.186780 1.267637 2.581647 0.0633 0.0306 -0.0147
H -0.931685 -0.609083 5.830803 0.0064 -0.0094 -0.0093
H -2.880432 -2.041614 5.258787 0.0094 -0.0139 0.0075
H -4.315602 -3.079917 3.551756 -0.0002 -0.0139 0.0016
H -4.876090 -3.434081 1.159499 0.0026 0.0036 -0.0006
H -4.422858 -2.890842 -1.235617 -0.0015 0.0160 -0.0059
H -2.577015 -1.305526 -1.763045 0.0303 -0.0332 -0.0320
```
Positions in Å, forces in eV/Å.

As for the net charge: -2.

natural (NBO) population analysis, charges in e, atoms 1 to 8: 0.871, -0.766, -0.159, -0.179, -0.757, -0.612, -0.020, -0.394

=====

Here are the calculated energy above the lowest of the compared OMol25 structures with the same formula, charge and spin numbers, same order: 0.000; 0.000; 0.033 (eV).
Here are the calculated gap between HOMO and LUMO numbers, same order: 6.6999; 7.9990; 3.1651 (eV).
Here are the calculated total energy numbers, same order: -116941.41678; -66397.99247; -88363.23510 (eV).